Entry 1:
{"formula": "C49H65N3O2SbY", "method": "wB97M-V/def2-TZVPD", "de_lowest_kcal_mol": 6.7, "energy_ha": -2499.10042, "homo_lumo_gap_ev": 5.4, "charge": 2, "elements": ["H", "H", "H", "C", "C", "H", "C", "Sb", "C", "H", "H", "H", "H", "C", "H", "H", "H", "H", "H", "C", "H", "H", "C", "C", "H", "H", "C", "C", "C", "C", "C", "C", "H", "H", "H", "C", "C", "Y", "H", "H", "C", "H", "H", "H", "C", "O", "C", "H", "C", "C", "C", "H", "C", "H", "C", "H", "H", "H", "H", "H", "H", "H", "C", "H", "H", "C", "N", "H", "C", "H", "H", "C", "O", "C", "C", "C", "H", "H", "C", "H", "H", "H", "H", "C", "C", "H", "C", "C", "H", "H", "H", "C", "H", "H", "C", "H", "C", "C", "H", "C", "H", "C", "H", "N", "C", "C", "H", "H", "H", "H", "C", "H", "C", "H", "H", "H", "N", "C", "C", "C", "H"], "positions_angstrom": [[2.33, -3.53, -4.07], [6.49, 4.97, -0.30], [2.91, -2.37, 1.14], [3.90, 3.93, -0.73], [3.45, 6.33, -1.27], [-0.56, 2.43, -7.25], [-0.76, -3.90, -5.25], [0.87, -3.08, -1.24], [5.07, 5.00, -2.65], [3.55, -7.68, -1.38], [3.03, 6.51, -0.28], [-0.49, -1.10, 2.54], [-3.03, 0.68, -5.81], [-4.09, 2.38, -3.94], [-4.33, -0.18, -4.97], [5.78, 2.03, 3.90], [-4.79, 0.29, -2.55], [-1.91, 2.78, -5.31], [5.34, 5.91, 0.68], [3.71, -2.66, 0.44], [3.89, 7.27, -1.62], [0.71, 3.39, -8.01], [-2.53, -3.05, -3.87], [0.36, -5.80, -0.38], [2.26, 1.18, 3.09], [2.82, 2.83, 3.47], [3.13, 1.78, 3.39], [2.65, -7.14, -1.10], [5.47, 2.44, 2.93], [3.84, 2.14, 1.02], [-0.26, -3.20, -3.02], [-1.22, 2.47, -4.53], [4.05, -5.68, -2.93], [1.74, -5.19, -3.97], [-1.08, 1.02, 2.51], [2.53, -0.98, -2.80], [4.52, 5.23, -1.23], [0.47, -0.32, -0.28], [-0.38, -7.69, 0.31], [5.62, -0.98, -0.50], [0.99, 2.61, -3.65], [4.67, -5.17, -1.37], [-0.44, 5.56, -5.14], [2.63, 6.08, -1.95], [1.97, 4.27, -5.75], [2.14, 0.48, 0.75], [-3.19, 1.16, -3.69], [4.65, -2.54, 0.98], [2.82, 3.40, -1.36], [4.38, 3.26, 0.45], [0.18, -3.75, -4.24], [-3.90, 2.86, -4.90], [2.74, 1.56, 0.33], [-3.25, -0.51, -2.26], [2.56, -1.82, -1.68], [2.70, 3.46, -5.69], [2.03, 2.88, -3.70], [-3.57, -2.79, -3.72], [-0.44, -4.32, -6.20], [6.09, 6.63, -0.74], [5.12, -0.15, 3.32], [-1.95, -2.44, -1.90], [-2.10, -3.57, -5.07], [5.54, 0.02, 1.61], [3.63, -4.10, -2.31], [-0.41, 4.94, -6.05], [-1.05, -0.87, 1.73], [5.81, 4.19, -2.66], [-0.79, 1.17, -2.60], [-3.58, 1.07, -1.53], [-5.14, 2.06, -3.95], [0.54, 3.74, -5.87], [-1.05, 0.26, -1.70], [-3.72, 0.46, -2.43], [2.24, 2.18, -0.89], [0.45, -7.16, -0.15], [-1.97, 0.82, 1.15], [1.70, -8.89, -0.33], [4.73, 0.16, 2.34], [4.27, 4.75, -3.35], [-2.64, -0.68, -4.74], [3.58, -3.72, 0.22], [5.55, 0.48, -2.48], [1.58, -4.22, -4.46], [-1.61, -2.86, -2.85], [2.22, 4.86, -6.63], [3.60, -0.14, -3.09], [0.45, 2.83, -7.11], [3.44, 1.45, 4.39], [5.57, 5.91, -3.02], [3.91, -0.51, 2.08], [4.70, -0.15, -2.26], [-3.98, 3.13, -3.15], [2.36, 3.93, -2.17], [4.30, 1.63, 2.40], [-0.55, -5.28, -0.09], [3.79, -5.13, -2.02], [1.42, -5.10, -0.98], [5.22, 3.72, 0.96], [-3.30, 0.18, -4.87], [-2.80, -3.72, -5.88], [0.53, 1.79, -2.57], [2.09, 4.91, -4.87], [-1.09, 0.57, 1.60], [3.67, -1.81, -0.81], [1.61, -7.83, -0.51], [3.57, 0.50, -3.96], [-1.96, -1.27, 1.89], [-1.43, 4.64, -6.29], [1.67, -1.01, -3.47], [-1.72, 1.62, -3.57], [1.14, 1.99, -7.03], [4.74, -0.98, -1.14], [6.34, 2.40, 2.27], [5.22, 3.49, 3.10], [1.78, -4.37, -5.52], [1.19, 1.54, -1.43], [0.13, 2.94, -4.64], [5.68, 5.70, -0.34], [2.59, -5.77, -1.35], [-0.06, 5.57, -6.87]], "mulliken_charge": [-0.004, 0.405, 0.213, -1.046, -1.585, 0.326, -0.801, 1.235, -1.290, 0.466, 0.352, 0.252, 0.304, -1.826, 0.496, 0.426, 0.550, 0.369, 0.441, -1.757, 0.464, 0.455, -1.026, -1.275, 0.158, 0.366, -1.621, -0.845, -2.202, -0.933, 0.541, -0.252, 0.570, 0.260, 0.298, -0.294, 1.926, 0.798, 0.457, 0.602, -1.592, 0.536, 0.363, 0.290, -1.671, -1.106, 2.100, 0.572, -0.653, 0.248, 0.759, 0.340, 1.780, -0.033, -0.339, 0.268, 0.670, 0.488, 0.449, 0.450, 0.557, 0.312, -0.560, 0.262, -0.219, -1.740, -0.506, 0.319, 1.938, 0.370, 0.499, 1.599, -1.077, -1.610, -0.370, -0.779, 0.208, 0.413, -1.441, 0.114, 0.185, 0.033, 0.467, -1.049, -0.533, 0.567, -1.058, -1.594, 0.469, 0.478, 0.122, -0.921, 0.394, 1.464, 2.164, 0.359, -1.445, 1.318, 0.707, -1.539, 0.446, 0.462, 0.250, -0.432, 1.427, -0.803, 0.612, 0.239, 0.337, 0.642, -0.901, 0.324, -0.878, 0.441, 0.467, 0.493, 0.415, 0.372, -2.269, 1.107, 0.478]}

Entry 2:
{"formula": "C49H67BrClN9O7PS", "method": "wB97M-V/def2-TZVPD", "energy_ha": -6700.13583, "homo_lumo_gap_ev": 8.3, "charge": 1, "elements": ["C", "C", "C", "S", "H", "H", "N", "C", "O", "O", "H", "H", "H", "H", "Br", "C", "C", "H", "N", "N", "N", "O", "C", "H", "H", "C", "H", "H", "C", "C", "C", "H", "C", "C", "H", "C", "H", "C", "H", "H", "H", "H", "H", "H", "H", "O", "H", "C", "N", "Cl", "C", "C", "C", "H", "H", "H", "H", "C", "H", "C", "C", "H", "C", "H", "O", "C", "H", "H", "C", "C", "H", "H", "H", "H", "H", "C", "O", "H", "O", "C", "H", "C", "H", "H", "C", "C", "C", "H", "C", "C", "C", "C", "H", "N", "C", "H", "C", "H", "C", "C", "H", "H", "H", "C", "H", "N", "H", "H", "N", "H", "H", "H", "C", "H", "H", "C", "C", "C", "H", "H", "P", "H", "C", "C", "H", "H", "H", "H", "H", "H", "H", "H", "N", "C", "H", "C"], "positions_angstrom": [[-2.78, 3.26, 14.48], [0.22, 0.78, -6.49], [-2.47, -6.32, 4.51], [-3.77, -2.42, -0.54], [0.80, 4.89, -1.99], [7.96, -5.14, -9.96], [-0.89, -0.30, 4.13], [5.78, -4.58, -4.09], [-2.66, -3.38, -0.92], [0.39, -3.34, -6.15], [-3.40, -2.30, 5.17], [0.44, 2.62, 9.30], [-3.37, 2.36, 14.58], [-2.66, 1.84, 6.05], [-4.32, 1.51, -5.94], [6.75, -4.18, -1.58], [-1.29, 3.10, -2.87], [3.52, -0.51, -7.01], [-3.55, -5.59, 4.18], [5.42, -4.71, -7.78], [5.67, -3.35, -3.57], [-1.31, 4.46, -3.32], [6.95, -4.95, -9.63], [-2.30, 1.34, -0.14], [0.24, 3.61, -5.17], [-3.14, -1.01, 0.50], [-0.60, -6.09, 1.71], [-0.60, 6.33, 14.00], [5.92, -4.72, -10.53], [-1.64, 3.27, 13.70], [-1.44, 0.69, -0.56], [-0.78, 0.52, -6.01], [-0.39, 0.82, -3.08], [1.91, -3.22, -4.23], [-0.01, 2.86, 6.85], [-1.53, 5.37, 9.27], [7.41, -5.11, -7.53], [-2.82, 2.60, -2.53], [1.55, -0.32, -7.89], [-0.48, 1.18, -0.22], [-0.74, 3.07, -1.87], [7.31, -6.26, -1.59], [2.05, -2.34, -3.49], [-2.50, -6.76, 5.50], [-3.25, 0.74, -3.45], [-3.47, 4.15, -5.64], [-2.98, 2.93, -1.43], [6.36, -5.65, -3.43], [-0.63, 2.13, -3.81], [1.89, 2.34, -1.16], [-1.40, -6.53, 3.66], [-3.94, 3.37, -3.38], [1.23, -2.61, -5.57], [0.45, 6.12, 0.68], [-1.34, -2.28, 3.77], [-4.97, 3.05, -2.95], [3.46, -4.30, -8.26], [-2.40, 0.91, 5.56], [-1.30, 2.38, 13.19], [-1.43, -5.95, 2.40], [-0.74, 4.36, 9.79], [-2.59, -4.72, 1.06], [-1.36, 5.40, -2.22], [5.39, -4.70, -5.10], [-4.92, -3.28, 0.34], [4.44, -4.49, -8.68], [-1.83, -0.67, -2.27], [0.02, -1.23, -7.44], [1.22, 1.67, -5.61], [0.54, 2.67, -4.57], [0.34, 4.25, 0.34], [-1.14, -0.46, 1.32], [-2.34, 6.19, 7.44], [-0.99, -1.56, -0.21], [6.43, -6.63, -3.90], [-1.63, 0.46, -2.13], [-4.45, -1.86, -1.76], [1.81, 2.33, -6.35], [1.30, -0.71, -1.22], [-1.27, 0.82, 4.76], [-3.32, -1.18, 1.63], [-0.43, 3.56, 7.57], [1.37, 3.05, -3.86], [-1.98, 6.12, 9.91], [-2.82, -1.40, 5.07], [-1.72, 5.41, 7.90], [-0.09, 5.30, 0.10], [-0.63, 1.68, 4.60], [4.64, -4.49, -10.05], [6.15, -3.18, -2.33], [-3.15, 4.43, 15.12], [-0.18, 3.43, 8.92], [-4.07, -0.19, 6.33], [-2.93, 1.12, -2.54], [-2.53, -5.19, 2.04], [3.73, -1.13, -5.30], [0.07, 5.64, -1.49], [3.50, -2.38, -6.62], [-2.37, 5.57, 14.96], [-3.55, -5.04, 2.96], [6.11, -4.73, -11.60], [-1.65, 6.42, -2.67], [-0.42, 0.03, -3.94], [-1.24, 5.48, 14.16], [2.04, 1.06, -5.06], [-1.19, 4.53, 7.04], [-2.20, 5.14, -1.48], [1.33, -4.09, -3.79], [1.71, -1.30, -5.98], [1.62, -0.43, -0.34], [0.01, 1.37, -7.46], [0.50, 6.68, -1.65], [-3.18, -0.22, 5.72], [2.99, -3.57, -4.46], [7.12, -3.98, -0.58], [3.17, -1.32, -6.30], [0.88, -0.62, -7.00], [6.85, -5.44, -2.15], [-3.86, 4.49, -3.17], [3.81, -4.30, -10.73], [1.35, 0.63, -2.33], [-0.57, 4.29, 10.86], [-1.67, -1.39, 4.30], [-1.56, -0.71, 0.27], [-4.92, -4.19, -0.05], [-4.04, 4.47, 15.74], [-1.36, 1.90, -4.52], [6.04, -2.17, -1.92], [-4.43, -4.44, 2.72], [-0.55, -7.13, 3.98], [-2.63, 6.50, 15.45], [-1.19, 5.27, 0.43], [-0.86, 4.35, 13.53], [-3.85, 3.16, -4.96], [-3.82, -0.11, 0.23], [6.64, -4.94, -8.27]], "mulliken_charge": [-0.454, -0.094, -0.375, 1.145, -0.025, 0.361, -0.534, 0.041, -0.650, -0.606, 0.434, 0.367, 0.349, 0.463, -0.128, -0.471, -0.130, 0.463, -0.569, -0.266, -0.322, -0.403, -0.686, 0.398, 0.596, -0.699, 0.404, 0.361, -0.095, -0.090, -1.143, 0.005, -0.296, -0.214, 0.351, -0.421, 0.382, -1.026, 0.356, 0.260, 0.228, 0.373, -0.035, 0.376, 0.346, -0.470, 0.300, -0.700, 0.345, -0.225, -0.303, -0.509, 0.266, 0.300, 0.554, 0.456, 0.479, -0.276, 0.358, -0.504, 0.004, 0.324, -0.470, 0.431, -0.446, -0.136, 0.819, 0.368, -0.443, -0.847, 0.158, 0.227, 0.365, 0.574, 0.381, 0.330, -0.600, 0.448, -0.512, -0.438, 0.428, -0.001, 0.234, 0.368, -0.190, -0.248, -0.914, 0.469, -0.734, -0.252, -0.134, -0.735, 0.395, -0.137, -0.030, 0.248, -0.029, 0.060, -0.409, -0.192, 0.375, 0.304, 0.162, -0.187, 0.160, -0.548, 0.320, 0.351, 0.693, 0.372, 0.520, 0.483, -0.449, -0.109, 0.367, -0.864, -1.244, -0.175, 0.311, 0.359, 0.202, 0.493, -0.415, -0.809, 0.397, 0.361, 0.358, 0.375, 0.473, 0.397, 0.357, 0.264, -0.498, 0.385, 0.391, -0.066]}

Entry 3:
{"formula": "C49H68BIN10O6", "method": "wB97M-V/def2-TZVPD", "de_lowest_kcal_mol": 261.1, "energy_ha": -3229.12016, "homo_lumo_gap_ev": 8.2, "smiles": "CCCCN[C@](CCC(N)=O)(O[C@H](CCCC)[C@@H](CC(=O)I)NCCC(=O)O)B(N)O.c1ccncc1.c1ccncc1.c1ccncc1.c1ccncc1.c1ccncc1.c1ccncc1", "elements": ["H", "C", "C", "C", "H", "H", "C", "N", "H", "C", "H", "C", "I", "H", "C", "H", "C", "H", "N", "H", "C", "H", "C", "C", "N", "H", "H", "O", "C", "H", "H", "C", "H", "H", "H", "H", "O", "O", "C", "H", "H", "N", "C", "H", "H", "N", "C", "H", "O", "C", "C", "H", "H", "C", "H", "N", "H", "H", "C", "H", "H", "C", "H", "N", "C", "C", "C", "O", "H", "H", "H", "C", "C", "H", "B", "H", "H", "H", "H", "H", "H", "H", "H", "C", "H", "N", "C", "H", "C", "H", "C", "C", "C", "H", "H", "H", "C", "H", "C", "C", "C", "H", "H", "H", "H", "C", "C", "H", "H", "C", "C", "H", "C", "O", "H", "N", "C", "H", "C", "H", "N", "H", "H", "C", "H", "C", "C", "H", "H", "H", "H", "C", "C", "H", "C"], "positions_angstrom": [[8.02, -1.33, -0.57], [1.53, -1.24, -0.70], [6.41, -0.87, 5.96], [-1.36, -2.93, -6.50], [6.71, -0.83, 7.00], [-6.90, 5.25, 3.17], [-1.19, 0.92, -0.78], [8.10, -0.86, -1.50], [-2.12, -8.65, 6.03], [6.51, -2.05, 5.23], [0.58, 4.57, -1.67], [-3.75, -4.50, 0.80], [0.73, 3.75, 2.30], [-1.08, -0.80, -6.37], [5.65, -0.89, 3.34], [-1.58, -1.35, -1.25], [-0.37, 4.17, 0.47], [-2.43, -2.89, -6.59], [0.74, -1.76, -6.26], [5.06, 4.66, -1.42], [0.84, 2.25, -1.14], [6.89, -2.95, 5.70], [-3.59, -0.42, -0.73], [-8.60, 6.57, 3.19], [2.33, 0.92, -5.79], [2.56, 1.59, -6.55], [-4.39, -7.81, 0.57], [6.68, -2.59, -2.46], [6.27, 1.79, 0.27], [-10.73, 3.58, 4.22], [-2.36, 7.73, 1.19], [-8.73, 4.25, 3.72], [2.26, -0.07, -6.13], [4.63, 2.56, -4.17], [3.58, -2.14, 0.13], [7.37, 1.93, -0.17], [4.48, 1.94, -4.94], [3.13, 1.28, -2.01], [-5.40, 8.88, 0.99], [1.99, 2.99, -2.93], [2.83, -1.76, 2.35], [-4.06, 8.89, 1.10], [-10.10, 4.42, 3.93], [2.73, 4.66, -1.33], [4.21, -1.71, -3.45], [1.85, -0.51, -3.27], [3.07, 0.34, -3.11], [-4.23, -3.52, 0.81], [-4.22, 0.57, -0.10], [1.98, -2.36, 1.78], [-4.10, 6.48, 0.97], [6.05, -0.14, -4.14], [-2.20, -0.18, -2.61], [-4.93, -6.87, 5.41], [5.15, 2.90, -2.09], [-2.26, -7.16, 4.61], [2.19, -3.40, -0.30], [-4.49, -8.46, 6.80], [4.32, -0.74, -2.80], [-11.70, 5.86, 3.89], [-5.96, -6.76, 5.72], [5.82, -0.13, -2.97], [5.99, 0.94, -2.55], [-0.14, 1.31, -1.80], [5.92, 0.26, 5.32], [-3.44, 7.69, 1.09], [-4.11, -7.82, 6.01], [-1.50, 4.91, 0.60], [-8.04, 7.46, 2.90], [-3.55, 5.55, 0.96], [6.19, -2.97, 3.30], [-4.41, -6.07, 4.40], [-0.60, -1.78, -6.38], [2.02, -1.06, -4.16], [3.33, 1.04, -4.62], [-6.04, 5.57, 0.75], [5.72, 0.88, -0.23], [-2.63, -5.64, 3.25], [1.25, -5.11, -6.41], [-1.24, -5.08, -6.61], [2.05, -3.50, 2.11], [2.44, -2.92, -6.18], [0.91, -1.92, 1.92], [-5.49, 6.50, 0.85], [7.99, 0.19, -1.35], [5.53, 0.28, 4.02], [1.60, -1.58, -2.27], [4.25, -1.09, -1.66], [4.71, 3.54, -1.21], [4.64, 3.13, 1.14], [0.02, 3.71, -1.06], [5.41, 3.18, 0.27], [-0.69, -4.15, -6.51], [-1.90, -7.83, 0.77], [-5.02, -5.32, 3.91], [2.29, -2.56, -2.38], [0.70, -4.17, -6.40], [-3.53, -2.38, -1.26], [-4.50, -5.66, 0.68], [-6.16, 7.72, 0.86], [-3.08, -6.25, 4.04], [6.43, 1.49, 1.41], [-0.70, -5.65, 1.00], [-8.27, 3.28, 3.85], [-1.02, 3.59, -1.63], [-2.09, -0.30, -1.44], [-7.96, 5.35, 3.34], [-0.66, 0.56, 0.22], [-5.58, -5.61, 0.59], [1.36, -2.96, -6.27], [2.28, 2.41, -1.97], [-1.94, 1.79, -0.52], [6.87, -1.26, -2.33], [-4.23, -1.77, -0.83], [1.86, -0.20, -0.33], [-2.41, -4.49, 0.92], [-1.78, -5.69, 0.91], [2.77, 3.35, 0.05], [2.43, -2.35, 0.18], [-0.55, 1.70, -2.67], [-9.92, 6.76, 3.38], [0.41, -1.40, -0.31], [-5.88, 9.85, 1.00], [3.10, 3.56, -1.06], [5.33, -0.84, 2.30], [-2.80, -7.92, 5.58], [-10.64, 5.68, 3.75], [5.82, 1.20, 5.85], [1.12, 1.85, -0.07], [6.16, 4.06, 0.55], [0.52, -2.01, -2.55], [-2.45, -6.90, 0.78], [6.12, -2.06, 3.90], [-7.23, 7.77, 0.77], [-3.83, -6.88, 0.67]], "mulliken_charge": [0.291, 0.903, -0.402, -0.662, 0.362, 0.488, -0.449, -0.625, 0.369, -0.220, 0.471, -0.309, 0.035, 0.447, -0.128, 0.085, -0.140, 0.383, -0.225, 0.461, -0.577, 0.367, 0.633, -0.410, -0.485, 0.220, 0.392, -0.579, -0.506, 0.351, 0.422, -0.377, 0.218, 0.330, 0.020, 0.256, -0.709, 0.400, -0.438, 0.198, 0.123, -0.552, -0.318, 0.275, 0.196, 0.596, -0.816, 0.592, -0.547, -0.835, -0.246, 0.379, 0.252, -0.355, -0.265, -0.543, 0.361, 0.359, -0.232, 0.360, 0.360, 0.214, -0.052, 0.130, -0.241, -0.302, -0.340, -0.478, 0.625, 0.514, 0.371, -0.345, -0.268, -0.161, 0.885, 0.551, -0.031, 0.679, 0.392, 0.382, 0.289, 0.389, 0.270, -0.524, 0.344, -0.381, -0.912, -0.551, -0.044, 0.275, -0.256, -0.666, -0.122, 0.408, 0.410, 0.406, -0.773, 0.375, -0.596, -0.408, -0.384, 0.212, 0.375, 0.368, 0.393, -0.393, -0.287, 0.191, 0.408, 0.038, -0.319, 0.468, 0.252, -0.505, -0.589, -0.399, -0.249, -0.193, -0.414, 0.361, -0.564, -0.077, 0.358, -0.252, 0.612, -0.222, -0.231, 0.364, 0.302, 0.303, 0.253, -0.447, -0.690, 0.644, -0.154]}